Molecular formula: C4H4N3S
Method: DFT, ωB97M-V/def2-TZVPD

Atoms and positions in Å:
1 C -1.527 1.542 -0.178
2 C 0.320 -1.367 -0.056
3 C 0.712 0.865 0.217
4 C 0.644 -2.597 0.042
5 N -1.524 0.245 -0.200
6 N -0.145 -0.209 -0.050
7 N -0.141 1.913 0.221
8 S 2.313 0.686 -0.280
9 H -2.339 2.259 -0.383
10 H 1.315 -3.004 -0.724
11 H 0.211 -3.154 0.927
12 H 0.161 2.821 0.464

Its structure (SMILES) is C=C=[N+]1N=CNC1=S. The calculation puts the energy above the lowest of the compared OMol25 structures with the same formula, charge and spin at 13.9 kcal per mole. The HOMO energy is -13.6 eV. The value obtained for the energy is -19507.0534 eV. As for the largest force on an atom: 5.3 eV/A. The charge is +1.

---

Molecular formula: C4H13N3
Method: DFT, ωB97M-V/def2-TZVPD

Atoms and positions in Å:
1 C 0.123 -1.171 0.484
2 N -0.870 -0.158 -0.016
3 C -2.282 -0.641 0.044
4 N -3.147 0.316 -0.508
5 C 1.613 -0.619 0.336
6 N 1.929 0.749 0.446
7 C 2.632 1.478 -0.539
8 H -0.027 -1.508 1.491
9 H -0.070 -1.951 -0.269
10 H -0.648 0.004 -0.995
11 H -2.383 -0.851 1.127
12 H -2.277 -1.689 -0.351
13 H -3.349 0.282 -1.440
14 H -3.303 1.170 -0.001
15 H 2.037 -1.007 -0.591
16 H 2.104 -1.094 1.341
17 H 1.227 1.233 0.893
18 H 3.667 0.937 -0.797
19 H 2.930 2.440 -0.219
20 H 2.196 1.400 -1.600

Its structure (SMILES) is CNCCNCN. The calculation puts the energy above the lowest of the compared OMol25 structures with the same formula, charge and spin at 58.5 kcal per mole. The HOMO energy is -8.0 eV. The value obtained for the energy is -8826.8747 eV. As for the largest force on an atom: 4.9 eV/A.

---

Molecular formula: C3H2Br2N2
Method: DFT, ωB97M-V/def2-TZVPD

Atoms and positions in Å:
1 C -0.195 -1.280 0.303
2 C 0.743 -0.518 -0.129
3 C 1.668 0.358 -0.336
4 N -1.216 -1.896 0.406
5 N -1.819 0.992 -0.262
6 Br 3.491 -0.018 -0.010
7 Br -2.811 -0.312 0.087
8 H 1.381 1.361 -0.699
9 H -1.242 1.313 0.640

The calculation puts the energy above the lowest of the compared OMol25 structures with the same formula, charge and spin at 155.2 kcal per mole. The HOMO energy (spin up / spin down) is -8.8 / -8.8 eV. The value obtained for the energy is -146201.6429 eV. As for the largest force on an atom: 4.4 eV/A.

---

Molecular formula: C11H26BI2N2O4
Method: DFT, ωB97M-V/def2-TZVPD

Atoms and positions in Å:
1 C -2.514 0.878 0.070
2 C -1.173 0.170 0.265
3 I -1.095 -0.772 2.186
4 C 0.065 1.026 -0.003
5 I 0.239 1.419 -2.099
6 N 0.050 2.338 0.803
7 O 0.087 3.520 0.039
8 B 1.166 2.447 1.925
9 N 2.457 2.998 1.660
10 O 0.684 2.011 3.101
11 H -2.631 1.198 -0.973
12 H -3.315 0.173 0.302
13 H -2.655 1.747 0.733
14 H -1.103 -0.671 -0.433
15 H 1.000 0.513 0.244
16 H -0.874 2.403 1.245
17 H 1.015 3.600 -0.249
18 H 2.486 3.996 1.472
19 H 3.072 2.509 1.000
20 H 1.339 2.086 3.811
21 C 4.794 -0.541 1.966
22 C 4.972 -0.926 0.500
23 C 4.146 0.137 -0.209
24 O 4.207 1.311 0.619
25 C 4.808 0.977 1.886
26 H 5.580 -0.929 2.611
27 H 3.834 -0.900 2.345
28 H 6.021 -0.836 0.214
29 H 4.640 -1.936 0.265
30 H 3.096 -0.172 -0.298
31 H 4.516 0.384 -1.203
32 H 5.826 1.374 1.910
33 H 4.232 1.461 2.676
34 C -4.186 -3.090 -3.033
35 C -5.464 -3.072 -2.196
36 C -4.990 -2.383 -0.925
37 O -3.963 -1.466 -1.331
38 C -3.576 -1.740 -2.683
39 H -4.366 -3.201 -4.100
40 H -3.531 -3.901 -2.709
41 H -6.233 -2.475 -2.689
42 H -5.872 -4.063 -2.003
43 H -4.567 -3.101 -0.216
44 H -5.776 -1.819 -0.421
45 H -3.963 -0.950 -3.335
46 H -2.485 -1.734 -2.742

The HOMO energy is -11.9 eV. The value obtained for the energy is -39870.5973 eV. As for the largest force on an atom: 1.1 eV/A. The charge is +1.

---

Molecular formula: C2H7N4
Method: DFT, ωB97M-V/def2-TZVPD

Atoms and positions in Å:
1 C 0.363 0.906 0.237
2 C -1.480 -0.380 -0.044
3 N -0.828 0.757 0.405
4 N 1.051 -0.541 -0.369
5 N 1.195 1.738 0.787
6 N -0.196 -1.219 -0.763
7 H -1.720 -0.881 0.876
8 H -2.140 -0.326 -0.993
9 H 1.301 -1.025 0.477
10 H 0.774 2.355 1.487
11 H 2.126 1.933 0.406
12 H -0.077 -2.278 -0.718
13 H -0.368 -1.040 -1.789

Its structure (SMILES) is NC1=NC[NH2+]N1. The calculation puts the energy above the lowest of the compared OMol25 structures with the same formula, charge and spin at 77.9 kcal per mole. The HOMO energy is -14.5 eV. The value obtained for the energy is -8138.8680 eV. As for the largest force on an atom: 5.0 eV/A. The charge is +1.

---

Molecular formula: C25H48FLaN2O6P2Si
Method: DFT, ωB97M-V/def2-TZVPD

Atoms and positions in Å:
1 La -0.766 -0.898 -0.606
2 C 3.303 -2.977 1.428
3 C 4.177 -1.749 1.637
4 C 4.926 -1.745 2.927
5 O 3.352 -0.487 1.603
6 P 2.662 0.188 0.424
7 O 1.616 -0.734 -0.194
8 C 1.869 1.700 1.087
9 P 0.520 2.481 0.199
10 O -0.580 1.508 -0.266
11 O 1.173 3.378 -0.855
12 C 0.400 4.358 -1.641
13 C 0.461 4.056 -3.129
14 C 1.044 5.712 -1.415
15 O -0.073 3.579 1.221
16 C -0.395 3.284 2.692
17 C -0.680 4.631 3.291
18 C -1.541 2.350 2.706
19 O 3.772 0.721 -0.584
20 C 4.401 0.601 -1.910
21 C 5.385 -0.541 -1.995
22 C 3.449 0.549 -3.082
23 H 3.776 -3.887 1.739
24 H 2.998 -3.081 0.367
25 H 2.439 -2.849 2.085
26 H 4.874 -1.602 0.760
27 H 4.250 -1.648 3.768
28 H 5.727 -0.995 2.915
29 H 5.462 -2.706 3.046
30 H 2.635 2.538 1.162
31 H 1.671 1.445 2.124
32 H -0.612 4.258 -1.311
33 H 1.485 3.760 -3.371
34 H 0.163 4.920 -3.782
35 H -0.135 3.216 -3.443
36 H 1.935 5.801 -2.032
37 H 1.427 5.820 -0.406
38 H 0.428 6.566 -1.657
39 H 0.525 2.842 3.131
40 H -1.654 4.945 2.851
41 H 0.146 5.369 3.068
42 H -0.749 4.594 4.419
43 H -2.172 2.419 1.805
44 H -2.149 2.499 3.617
45 H -1.245 1.314 2.857
46 H 4.944 1.557 -1.994
47 H 5.036 -1.574 -2.009
48 H 6.157 -0.465 -1.166
49 H 5.955 -0.443 -2.930
50 H 2.869 -0.364 -2.972
51 H 4.031 0.429 -3.952
52 H 2.790 1.435 -3.109
53 C -3.034 -0.838 -2.667
54 Si -3.997 -0.666 -1.028
55 C -5.170 -2.121 -0.801
56 C -4.844 1.118 -0.876
57 N -2.904 -0.664 0.323
58 C -3.264 -1.153 1.571
59 C -4.434 -0.772 2.287
60 C -4.631 -1.165 3.606
61 C -3.582 -1.801 4.291
62 C -2.441 -2.286 3.621
63 C -2.265 -1.868 2.306
64 F -1.100 -2.197 1.592
65 H -3.655 -1.216 -3.462
66 H -2.169 -1.522 -2.530
67 H -2.667 0.136 -3.020
68 H -5.905 -1.885 -0.038
69 H -4.708 -3.068 -0.416
70 H -5.727 -2.347 -1.748
71 H -5.874 1.040 -0.512
72 H -4.753 1.682 -1.858
73 H -4.389 1.650 -0.032
74 H -5.204 -0.169 1.775
75 H -5.485 -0.919 4.240
76 H -3.714 -1.955 5.344
77 H -1.707 -2.959 4.085
78 C 0.168 -6.375 -2.981
79 C -0.947 -5.356 -3.076
80 C -0.785 -4.292 -2.086
81 N -0.762 -3.355 -1.396
82 H 0.118 -7.178 -3.754
83 H 0.138 -6.825 -1.968
84 H 1.132 -5.890 -2.980
85 H -1.853 -5.928 -2.860
86 H -1.064 -4.936 -4.071

The HOMO energy is -12.4 eV. The value obtained for the energy is -71996.6926 eV. As for the largest force on an atom: 3.5 eV/A. The charge is +2.